Record 1
The following is a DFT calculation (ωB97M-V/def2-TZVPD) of C28H26F6MnN4O4S as an isolated structure.

ΔE to the lowest compared entry with this formula, charge and spin, kcal/mol: 0.00
Multiplicity: 4
Total charge: +2

Geometry as XYZ:
```
70
Properties=species:S:1:pos:R:3:forces:R:3
C 0.555109 -3.236582 -0.162010 -0.07 -0.04 0.04
C -2.364108 3.961877 -5.440680 -0.02 0.07 -0.05
N 2.117075 -0.571305 0.830444 0.11 0.19 0.00
H -2.233271 -1.048705 1.664124 0.01 -0.08 0.02
O -1.994102 -0.575170 -0.567820 0.03 0.03 0.09
H 0.741231 -2.510183 5.175954 0.01 0.02 0.00
C 0.050061 -1.666907 5.111541 -0.02 0.00 -0.03
O -0.563053 1.020160 1.384085 -0.25 0.08 0.07
O 0.290291 -1.005441 2.846012 -0.03 -0.20 -0.06
C 2.978533 -0.674196 1.836706 0.01 0.03 -0.01
C -1.793810 1.554384 -5.001271 0.00 0.02 0.02
C 0.213662 -4.537960 -0.474539 0.05 0.11 -0.01
H -2.713087 -4.613802 1.205999 -0.01 0.00 0.01
H -1.983243 3.940146 1.811084 0.01 0.01 0.04
C -1.979480 3.052309 -3.130318 0.01 -0.06 -0.03
C 3.955833 -0.406817 -0.750227 -0.18 0.01 0.00
C -0.665054 2.237643 2.051165 0.39 0.05 0.01
H -2.156940 -2.500127 4.134893 -0.01 -0.01 0.00
F 0.789028 1.571510 3.844938 -0.21 0.06 0.00
C -1.369753 -2.960063 1.114842 0.04 -0.05 -0.01
C -1.428184 0.754545 -2.781649 -0.01 -0.06 0.07
C 1.983799 -0.157625 -2.756837 0.03 -0.03 0.15
H -3.095300 4.636778 -4.998910 0.00 0.02 -0.01
C 0.459855 3.135304 1.467505 0.13 0.15 -0.04
H -3.192319 -2.438123 2.097322 0.01 -0.01 0.00
Mn 0.169341 -0.510558 0.958922 -0.33 -0.17 -0.15
H 5.912573 -0.536906 0.153494 0.02 0.00 -0.01
C -2.043861 2.835345 -4.511278 0.02 -0.06 0.09
C 1.595212 -0.258361 -1.442797 0.26 0.01 0.06
C -2.169363 -2.074922 2.038911 -0.04 0.10 0.01
C -1.775833 -4.244616 0.814048 0.02 0.09 0.05
C 4.358091 -0.664625 1.612964 -0.09 -0.01 0.02
F -1.313973 1.039091 3.982810 0.14 0.15 -0.05
N -0.217215 -2.465452 0.614849 0.08 -0.23 -0.01
C -0.977054 -5.044966 0.009523 -0.02 -0.04 -0.01
H 5.021500 -0.756866 2.459750 0.00 0.00 0.02
N -1.619422 -2.075221 3.394956 0.01 -0.03 0.00
H -1.463692 4.543099 -5.650853 0.00 0.00 0.00
C -2.046088 2.853603 1.814767 0.01 0.02 -0.04
F 1.643202 2.486207 1.466286 -0.20 0.07 -0.01
C -1.484524 0.510721 -4.148472 0.01 -0.14 -0.04
S -1.083876 -0.562479 -1.699478 0.16 -0.03 -0.10
H 1.256156 -0.050836 -3.546946 -0.05 0.00 -0.03
H -2.177067 4.040823 -2.737227 -0.01 0.02 0.01
H -1.311521 -0.486103 -4.531407 0.01 0.00 0.01
H 2.561171 -0.762098 2.828434 0.00 0.00 0.01
C 3.362645 -0.173250 -3.071777 0.00 0.00 0.03
H -1.630374 2.191596 -1.197133 0.01 0.01 -0.02
C 4.330377 -0.283091 -2.110103 -0.07 0.01 0.00
F 0.181150 3.446555 0.195319 -0.06 -0.13 0.09
H -2.754089 3.596580 -6.388252 0.00 0.00 -0.01
H 1.458722 -2.789643 -0.549565 0.02 0.01 -0.03
C 4.845353 -0.539672 0.334182 -0.03 0.01 0.01
H 5.378968 -0.283042 -2.373346 0.01 -0.01 -0.01
H -2.427923 2.511647 0.854567 0.04 0.05 0.03
H -2.741939 2.553059 2.595247 0.01 -0.05 -0.03
C -1.678396 2.021766 -2.264655 0.04 0.06 0.13
H -0.759549 -1.824945 5.820280 -0.01 -0.01 0.00
H -1.854317 1.369756 -6.065457 0.00 0.00 -0.02
F -0.695622 3.092401 4.279137 0.06 -0.13 -0.12
H 0.863864 -5.123088 -1.106777 0.02 -0.01 -0.01
O -0.871931 -1.762113 -2.451942 -0.11 0.07 0.00
C -0.443585 -1.563637 3.707634 0.03 0.03 0.12
N 0.314413 -0.180951 -0.887484 0.09 0.11 -0.21
C -0.453893 2.000498 3.565685 0.00 0.07 0.10
H 0.588704 -0.756629 5.365480 -0.01 -0.01 0.00
C 2.582472 -0.408015 -0.450392 -0.03 0.01 -0.17
H 3.650129 -0.085175 -4.110425 0.00 0.00 0.00
H -1.285672 -6.052342 -0.234600 -0.01 0.00 -0.01
F 0.603973 4.265196 2.150787 -0.05 -0.15 0.01
```
Positions in Å, forces in eV/Å.



Record 2
The following is a DFT calculation (ωB97M-V/def2-TZVPD) of Fe2H30O19P as an isolated structure.

Energy, a.u.: -4315.92721
Multiplicity: 10
Total charge: +2

Geometry as XYZ:
```
52
Properties=species:S:1:pos:R:3:forces:R:3
O -22.277972 -6.071553 39.817177 -1.12 0.72 0.45
H -22.562450 -9.085776 42.216532 0.12 -0.61 -0.46
H -18.968444 -3.971641 45.807371 0.35 0.36 0.32
H -19.144835 -5.364539 39.599053 0.03 -0.10 -0.41
O -19.440620 -4.455330 39.644710 0.25 0.80 -0.47
H -23.562254 -4.099143 43.715112 -0.32 -0.83 1.44
H -18.217597 -7.469498 46.381134 -0.34 0.26 0.33
H -16.294808 -6.587968 42.620871 0.41 -0.31 -0.20
H -17.180083 -8.108489 45.482714 0.53 -0.22 0.12
H -19.530753 -4.599906 44.549993 -0.04 -0.42 -0.03
H -22.812651 -7.727788 42.837152 -0.11 -0.09 0.13
H -17.248444 -5.459739 42.951906 -0.18 0.60 0.05
H -21.242699 -9.201525 44.354432 -0.68 -0.19 -0.58
H -20.168188 -10.260840 41.031866 -0.01 -0.50 -0.18
Fe -22.750344 -4.953729 41.443254 0.35 -0.59 1.50
H -23.200147 -5.454687 45.738396 -0.09 -0.11 0.52
H -22.689516 -6.054374 38.953137 -0.42 0.12 -0.57
H -20.047731 -4.437330 40.384524 0.58 0.16 -0.34
O -19.691395 -2.468361 42.475376 -0.08 0.50 -0.26
H -20.697632 -5.476070 46.800665 0.07 0.17 0.48
O -19.292289 -3.755660 44.932900 1.14 0.62 0.29
H -23.044032 -5.874363 44.292232 0.13 -0.47 0.14
P -20.652389 -6.075932 42.671799 0.05 0.38 -1.24
H -21.014700 -6.142872 45.479018 0.23 -0.28 -0.26
O -17.191329 -6.414217 42.907738 -0.51 -0.56 0.22
H -20.354975 -9.176109 45.580476 0.27 -0.07 0.44
H -20.861456 -3.122437 45.067583 0.36 0.29 0.01
O -23.200233 -8.597251 42.736935 -0.50 -0.44 0.29
H -20.555745 -8.830680 41.342253 0.04 0.23 -0.03
O -22.186492 -6.279751 42.781902 -0.37 0.60 -0.06
O -20.903318 -9.722386 41.324931 -0.16 -0.18 0.15
O -19.928490 -6.042627 44.046972 -1.41 0.86 -1.90
H -25.607745 -5.534865 41.485630 -0.42 0.57 -0.03
O -19.654800 -7.064790 39.235959 -0.40 -0.24 -0.24
H -19.689652 -7.222186 40.179492 0.31 -0.19 0.64
H -20.332066 -3.047777 42.062995 0.28 0.26 0.06
H -19.373421 -2.961668 43.231532 0.19 0.22 0.33
O -21.777782 -3.332295 45.248002 -1.52 0.52 -0.57
H -21.519421 -6.645505 39.710327 1.21 -0.42 -0.20
O -20.373767 -8.934683 44.654410 0.44 0.35 -0.46
O -21.422073 -5.836302 46.289134 -0.01 -0.34 0.66
O -20.755931 -4.779282 41.764847 -1.14 -1.36 1.46
H -24.851483 -6.814132 41.774443 0.35 -0.96 0.23
O -23.700986 -5.745946 44.976456 -0.82 0.59 -0.67
O -19.997705 -7.279983 41.921817 -0.37 1.52 0.67
O -23.422959 -3.648239 42.882345 0.00 -0.39 -1.96
H -21.763459 -4.246831 45.530226 0.10 -0.03 0.38
O -18.081250 -7.785826 45.488057 0.47 -0.28 -0.22
H -23.281817 -2.733263 43.125511 0.47 0.76 -0.02
O -24.723771 -5.879421 41.612481 0.88 0.65 -0.34
Fe -18.934131 -7.650771 43.582223 1.32 -1.66 0.92
H -18.934690 -7.614722 38.927359 0.12 -0.29 -0.51
```
Positions in Å, forces in eV/Å.



Record 3
The following is a DFT calculation (ωB97M-V/def2-TZVPD) of C41H33N2O4SSbW as an isolated structure.

ΔE to the lowest compared entry with this formula, charge and spin, kcal/mol: 17.94
Multiplicity: 3
Total charge: +2

Geometry as XYZ:
```
83
Properties=species:S:1:pos:R:3:forces:R:3
H 3.365001 -0.006282 -2.533206 0.04 0.02 -0.09
C -2.283952 -2.574658 4.286623 -0.05 0.06 -0.16
H 2.027915 -4.534694 -2.998669 0.01 -0.03 0.02
H 5.905373 1.928147 2.644922 0.00 -0.01 0.01
H -1.627755 3.195706 -0.634079 -0.01 -0.12 -0.07
W -1.402761 0.358565 0.508280 0.34 1.92 2.47
C -0.340124 0.235952 5.764957 -0.03 -0.09 0.15
O -1.616879 -1.150795 -0.707897 -0.25 -1.83 -1.61
N -1.636009 -1.023685 2.021913 -0.30 -0.89 1.11
H 1.817864 5.050394 -2.352563 0.02 -0.02 0.01
H -0.006921 0.606213 6.724867 0.00 -0.01 0.00
H 1.114582 -2.283688 -2.621311 0.06 0.02 -0.04
H -2.540754 -3.179265 5.147155 0.00 0.01 0.00
H -2.056253 -2.487204 -3.469697 -0.05 0.01 -0.01
H 0.703400 1.776755 4.650457 0.00 0.01 0.05
C 2.948732 -4.130305 0.235934 0.03 -0.01 0.08
C 2.028674 4.392796 -0.323887 0.06 -0.05 0.14
C 1.777843 -2.196133 -0.572392 -0.38 0.41 0.35
H 1.932807 3.670282 1.705110 0.05 -0.02 -0.04
C 2.817947 0.588805 0.766608 -0.53 0.00 -0.14
O -2.882171 0.959117 -0.444737 -1.70 0.52 -0.79
C 5.038788 1.551076 2.118751 -0.01 -0.01 -0.05
H 1.308915 1.185818 -6.093410 0.00 0.00 0.01
C -2.440232 -1.520375 -1.616146 0.20 0.05 0.29
C 4.073365 0.822313 2.800363 0.02 -0.03 0.08
C 2.456779 0.314175 -3.029447 -0.01 -0.08 0.12
C 1.264588 0.388044 -2.316799 -0.36 0.08 0.42
H -7.147518 0.874001 -1.848450 -0.01 0.00 -0.01
Sb 1.102689 -0.170760 -0.254935 2.34 -0.68 -1.24
C 2.800886 -4.734824 -1.003886 -0.02 -0.01 -0.01
H -4.555922 -2.271043 -3.134695 -0.05 0.00 0.02
N -0.074376 1.086227 2.127290 -0.07 0.12 0.19
C -0.578185 3.451140 -0.587545 -0.08 0.20 0.12
C -0.392577 0.472983 3.376109 0.08 0.10 0.09
H -3.176454 -3.889211 2.850814 -0.03 0.03 -0.02
H -0.851683 0.766072 -2.428940 -0.11 0.10 -0.04
H -1.417066 -1.401657 6.606052 0.03 -0.04 -0.02
C 2.958893 0.342012 2.128910 0.01 0.02 -0.03
H -0.825002 1.256068 -4.846419 0.03 0.00 0.00
C 0.129256 3.290079 0.603956 -0.27 -0.08 0.13
H 3.206911 -5.722699 -1.175139 0.01 0.01 0.00
C 0.095871 1.000936 -4.336288 -0.09 0.05 -0.01
H 2.567055 -2.384921 1.422555 0.06 -0.04 0.01
H 3.671804 1.497766 -0.980254 0.06 0.11 0.04
C -3.905142 0.380049 -1.091173 0.36 -0.51 -0.41
H 3.471903 -4.643878 1.031973 0.00 -0.01 -0.01
H -0.499609 4.242417 -2.576890 -0.02 -0.02 -0.01
C -2.329691 -2.168349 1.927664 0.25 0.42 -0.35
S -0.687795 2.577206 2.003997 0.36 0.31 -0.36
H 3.397038 0.562722 -4.938710 0.00 0.00 0.02
O -2.053881 2.201813 1.512100 -0.07 0.06 -0.23
C 0.082617 0.721774 -2.977093 0.25 0.01 0.03
C 2.135621 -4.072466 -2.025816 -0.05 0.02 -0.06
H 2.206289 -0.213566 2.675458 0.01 0.00 0.02
C 0.042394 4.081370 -1.655715 0.05 -0.05 0.04
C -2.048283 -2.715206 -2.402672 0.13 -0.14 -0.03
H -1.051335 -3.033709 -2.105624 -0.05 0.00 -0.01
H 5.653663 2.346258 0.222884 -0.01 -0.01 0.01
C 3.786268 1.308784 0.079353 -0.11 -0.06 -0.06
C -1.221151 -0.655645 3.291421 0.27 0.07 0.02
C -5.951622 -0.757727 -2.584245 -0.13 -0.05 -0.11
C 2.468845 0.612938 -4.384606 0.08 -0.02 0.00
C 4.896650 1.788188 0.759293 0.08 0.05 -0.03
H -6.754720 -1.178360 -3.172981 0.01 -0.01 0.01
O -0.595449 3.417085 3.140142 -0.03 -0.01 0.19
C -1.125758 -0.883391 5.701947 0.05 0.04 0.15
H -2.744186 -3.539767 -2.235229 -0.06 0.04 -0.02
C -5.147032 0.983654 -1.109953 -0.14 0.25 0.00
C -3.672279 -0.836485 -1.783247 -0.45 0.34 -0.03
H -2.630868 -2.455762 0.932508 -0.07 -0.06 0.02
H 4.190980 0.626432 3.858562 -0.01 0.00 -0.01
C -6.172082 0.406686 -1.841097 0.26 -0.01 0.05
C 1.344710 4.541775 -1.522743 -0.05 0.01 -0.09
C 0.059173 0.910657 4.599773 -0.05 -0.12 -0.32
C 1.616857 -2.802028 -1.813190 0.00 0.01 0.06
C 2.436084 -2.859820 0.457646 -0.07 0.02 -0.07
C -1.560746 -1.378969 4.455595 0.04 0.01 -0.26
H -5.283713 1.907420 -0.563239 -0.03 -0.02 -0.01
C 1.293379 0.960285 -5.035382 -0.04 -0.02 -0.03
C -2.643703 -2.964336 3.018247 -0.08 -0.22 0.28
H 3.033153 4.779591 -0.218481 0.00 -0.01 -0.01
C -4.722272 -1.365480 -2.566029 0.12 -0.11 0.02
C 1.422353 3.768598 0.754714 0.11 -0.03 0.09
```
Positions in Å, forces in eV/Å.



Record 4
The following is a DFT calculation (ωB97M-V/def2-TZVPD) of an isolated molecule of C8H6BrF2NO2Si.

Structure (SMILES): O=C(F)N(C(=O)F)[Si@@H](Br)c1ccccc1
Energy, a.u.: -3576.58497

Geometry as XYZ:
```
21
Properties=species:S:1:pos:R:3:forces:R:3
N -2.056055 -0.503176 -0.923625 -1.80 -1.34 -4.83
H 0.932143 -0.580814 3.927964 0.86 0.77 -2.34
H 3.652974 -0.511267 3.113014 -1.76 0.89 -2.16
O -0.681492 -2.579603 -1.127191 -3.95 8.03 -4.62
C -1.212046 -1.511458 -1.731068 3.47 -6.94 2.55
C 2.832230 -0.181418 2.319576 -3.13 0.87 -2.03
C 1.253550 -0.237911 2.856296 0.88 1.42 -5.30
H -0.525650 1.342487 -2.280172 -0.49 -0.23 0.06
H 2.312296 1.018343 -1.468076 -0.63 -0.77 2.82
Si -1.074651 1.002954 -0.945834 2.43 1.80 1.76
F -3.847877 -1.249772 -2.652916 2.11 2.47 3.62
H -1.022014 0.133638 2.092348 2.64 0.15 -1.01
C 0.111774 0.174598 1.740622 3.78 -0.21 -0.18
C -3.429285 -0.327402 -1.531671 -5.86 3.73 0.96
C 3.220547 0.297656 0.764250 -3.28 -0.45 1.40
F -0.895453 -1.331395 -3.184039 -1.47 0.14 4.65
H 4.379687 0.286417 0.493053 -2.93 0.10 0.52
C 2.045814 0.708387 -0.349919 -0.99 -1.46 4.51
C 0.493502 0.628341 0.176436 2.47 -1.18 2.74
Br -2.125939 2.868444 -0.149005 0.41 -1.34 -0.45
O -4.364054 0.552949 -1.140044 7.23 -6.46 -2.66
```
Positions in Å, forces in eV/Å.



Record 5
The following is a DFT calculation (ωB97M-V/def2-TZVPD) of a 2-piece molecular cluster, C5H14 overall.

ΔE to the lowest compared entry with this formula, charge and spin, kcal/mol: 52.63
Multiplicity: 2
Total charge: +1

Geometry as XYZ:
```
19
Properties=species:S:1:pos:R:3:forces:R:3
H 1.593101 -0.764040 -1.558657 -0.86 -2.16 -1.56
H 1.961650 -0.632629 0.169770 -0.59 0.20 -1.50
C -1.987157 -0.623118 1.388509 3.30 -2.57 1.26
H 1.371542 2.371257 -2.311923 -1.28 0.02 1.86
H 0.818031 3.357118 -0.675996 -0.09 -2.23 -1.47
H -0.846385 -2.412083 0.519114 0.71 0.49 0.08
H -0.172937 0.733252 -1.442311 -0.20 -1.03 0.57
H -2.474917 -2.557334 0.370882 0.22 0.38 1.34
H 2.080553 2.227891 -0.666349 1.57 0.73 0.48
H -1.750184 -0.153234 0.466944 -0.55 0.85 -1.07
H -2.967713 -0.518502 1.782389 -0.69 0.82 0.22
C -1.716438 -2.163389 1.121951 -0.76 0.18 -1.20
H 2.911168 0.150104 -0.944740 -0.53 1.46 -0.22
H 0.275443 0.925016 0.397041 0.54 0.11 -1.13
C 1.839658 -0.069921 -0.845338 0.23 -0.60 4.15
C 1.145680 2.293156 -1.150754 0.67 2.28 0.69
H -1.153595 -0.316274 2.136228 -1.53 -0.24 -0.70
C 0.669884 0.922945 -0.778492 0.33 1.11 -1.74
H -1.597387 -2.770207 2.021735 -0.50 0.18 -0.05
```
Positions in Å, forces in eV/Å.